No. 1
ORCA calculation (ωB97M-V/def2-TZVPD) on a 2-piece molecular cluster, C4H5OP overall in a non-equilibrium geometry.

Atoms and positions in Å:
O1 2.50086 -2.50292 -0.46584
C1 2.28007 -1.43680 -0.10356
C2 1.97716 -0.35306 0.47711
P1 2.39114 1.29151 0.54185
H1 1.76508 1.69077 1.77959
C3 -2.39592 0.55715 -0.19002
C4 -1.22751 -0.08372 -0.38536
H2 -2.60840 1.48667 0.28741
H3 -3.24453 0.04195 -0.66424
H4 -1.23517 -0.85337 -1.17845
H5 -0.20278 0.16182 -0.09848

Calculated values
* largest force on an atom: 4.658 eV/Å
* highest occupied orbital energy: -0.33591 Eh
* SMILES string: O=C=C=P.C=C
* molecular weight: 100.06 g mol⁻¹


No. 2
ORCA calculation (ωB97M-V/def2-TZVPD) on one molecule with the formula C4H5OP in a non-equilibrium geometry.

Atoms and positions in Å:
C1 -0.44521 -1.12186 0.53126
C2 -0.42654 -0.25414 -0.46684
C3 0.19749 1.07245 -0.66576
C4 1.14629 1.65130 0.05643
P1 1.23863 3.65100 -0.38006
O1 2.14142 4.72421 0.12823
H1 -0.08521 -0.97086 1.55712
H2 -1.21392 -1.91147 0.43887
H3 -0.97972 -0.70406 -1.31360
H4 -0.22408 1.76968 -1.33017
H5 1.70246 1.21394 0.82244

Calculated values
* largest force on an atom: 2.883 eV/Å
* highest occupied orbital energy: -0.33415 Eh
* SMILES string: C=C/C=C/P=O
* molecular weight: 100.06 g mol⁻¹


No. 3
ORCA calculation (ωB97M-V/def2-TZVPD) on a 2-piece molecular cluster, C4H5OS overall in a non-equilibrium geometry.

Atoms and positions in Å:
C1 0.37928 2.44111 -0.99848
C2 -0.97827 -1.09321 0.22765
C3 0.54984 -1.22358 0.19838
C4 -0.21077 0.06166 0.53797
O1 -0.36851 2.43246 -1.90262
S1 1.65413 3.07235 -0.34818
H1 -1.57579 -1.27825 -0.65279
H2 -1.59574 -1.61489 1.02529
H3 1.03811 -1.94559 1.06014
H4 1.17168 -1.28092 -0.63645
H5 -0.06396 0.42886 1.48908

Calculated values
* total charge: -1
* largest force on an atom: 4.007 eV/Å
* highest occupied orbital energy (alpha / beta): -0.06771 / -0.06783 Eh
* molecular weight: 101.15 g mol⁻¹


No. 4
ORCA calculation (ωB97M-V/def2-TZVPD) on C4H5OSm as an isolated structure in a non-equilibrium geometry.

Atoms and positions in Å:
C1 2.05060 0.90567 0.33027
C2 1.10212 -0.08825 0.38264
C3 -0.15401 0.03434 -0.22440
C4 -1.15683 -0.94295 -0.00369
O1 -2.33869 -0.83877 -0.40835
Sm1 -4.36006 0.21984 -1.41010
H1 3.02489 0.77467 0.79985
H2 1.85224 1.84426 -0.19050
H3 -0.41651 0.93436 -0.78685
H4 -0.86475 -1.89761 0.46204
H5 1.26100 -0.94557 1.04909

Calculated values
* multiplicity: 7
* total charge: +3
* largest force on an atom: 4.194 eV/Å
* highest occupied orbital energy (alpha / beta): -0.81395 / -0.88918 Eh
* molecular weight: 219.44 g mol⁻¹


No. 5
ORCA calculation (ωB97M-V/def2-TZVPD) on C4H5P as an isolated structure in a non-equilibrium geometry.

Atoms and positions in Å:
C1 0.46699 -0.01353 0.15626
C2 -0.65458 0.87135 -0.40256
C3 -0.59285 -1.07964 -0.09205
C4 -1.62528 -0.15752 -0.40626
P1 2.79174 -0.01943 -0.09645
H1 0.59343 0.16188 1.22220
H2 -0.66038 1.89066 -0.74679
H3 -0.53642 -2.15373 -0.10752
H4 -2.67056 -0.22477 -0.61759
H5 2.88791 0.72473 1.09075

Calculated values
* largest force on an atom: 3.385 eV/Å
* highest occupied orbital energy (alpha / beta): -0.26963 / -0.32427 Eh
* molecular weight: 84.06 g mol⁻¹


No. 6
ORCA calculation (ωB97M-V/def2-TZVPD) on one molecule with the formula C4H5PS in a non-equilibrium geometry.

Atoms and positions in Å:
C1 -0.93953 -0.01530 0.84210
C2 0.11049 0.60210 -0.22354
S1 1.02568 1.96788 0.37809
C3 1.61428 0.36714 -0.08600
C4 2.60737 -0.08764 -1.01095
P1 2.78760 -1.10903 0.34730
H1 -1.48662 0.85281 1.17309
H2 -0.65288 -0.61581 1.66511
H3 -1.62928 -0.59334 0.20534
H4 -0.37007 0.69178 -1.27100
H5 3.15941 0.13251 -1.94547

Calculated values
* largest force on an atom: 3.586 eV/Å
* highest occupied orbital energy: -0.30814 Eh
* SMILES string: C[C@H]1S[C@]12C=P2
* molecular weight: 116.12 g mol⁻¹


No. 7
ORCA calculation (ωB97M-V/def2-TZVPD) on one molecule with the formula C4H6 in a non-equilibrium geometry.

Atoms and positions in Å:
C1 -1.53291 -0.97655 -0.05663
C2 -0.45646 -0.31422 -0.48681
C3 0.52374 0.19994 0.44967
C4 1.46432 1.09235 0.11247
H1 -1.56221 -1.40803 0.93746
H2 -2.38029 -1.16037 -0.70366
H3 -0.45661 -0.01804 -1.52803
H4 0.70605 -0.43949 1.30825
H5 2.03403 1.48537 0.94855
H6 1.88167 1.25740 -0.87162

Calculated values
* largest force on an atom: 2.284 eV/Å
* highest occupied orbital energy: -0.32119 Eh
* SMILES string: C=CC=C
* molecular weight: 54.09 g mol⁻¹


No. 8
ORCA calculation (ωB97M-V/def2-TZVPD) on one molecule with the formula C4H6 in a non-equilibrium geometry.

Atoms and positions in Å:
C1 1.60578 -1.18860 -0.11389
C2 0.60263 -0.18091 -0.30901
C3 -0.41776 0.40492 -0.10090
C4 -1.61208 1.16969 0.14109
H1 2.47157 -0.71388 0.34491
H2 1.79018 -1.60771 -1.08875
H3 1.21677 -1.97372 0.55209
H4 -2.36487 0.55418 0.62835
H5 -2.00011 1.51631 -0.80691
H6 -1.32192 1.99821 0.77352

Calculated values
* largest force on an atom: 1.316 eV/Å
* highest occupied orbital energy: -0.34244 Eh
* SMILES string: CC#CC
* molecular weight: 54.09 g mol⁻¹


No. 9
ORCA calculation (ωB97M-V/def2-TZVPD) on one molecule with the formula C4H6.

Atoms and positions in Å:
C1 -1.28697 -0.24778 0.18954
C2 -0.17104 0.72747 -1.75180
C3 -0.05194 0.23916 -0.54668
C4 1.31172 0.13287 0.10687
H1 -2.01212 -0.69497 -0.49266
H2 -1.77664 0.56955 0.72495
H3 -0.99244 -1.00749 0.91731
H4 1.33616 0.69883 1.04518
H5 2.12022 0.49966 -0.53309
H6 1.52307 -0.91729 0.34038

Calculated values
* largest force on an atom: 0.692 eV/Å
* highest occupied orbital energy: -0.35668 Eh
* molecular weight: 54.09 g mol⁻¹


No. 10
ORCA calculation (ωB97M-V/def2-TZVPD) on a 2-piece molecular cluster, C4H6 overall in a non-equilibrium geometry.

Atoms and positions in Å:
C1 0.87612 0.05689 -0.68710
C2 -0.81583 0.14265 0.72933
C3 0.32690 -0.74102 0.43491
C4 -0.65818 -0.09786 -0.67709
H1 1.28483 1.12054 -0.26164
H2 1.31287 -0.45804 -1.49109
H3 -1.73094 0.18567 1.36420
H4 0.47432 2.00505 1.02477
H5 0.43003 -1.74111 0.93809
H6 -1.50013 -0.47277 -1.37438

Calculated values
* largest force on an atom: 2.403 eV/Å
* highest occupied orbital energy (alpha / beta): -0.27635 / -0.27612 Eh
* molecular weight: 54.09 g mol⁻¹


No. 11
ORCA calculation (ωB97M-V/def2-TZVPD) on C4H6AgLiO2 as an isolated structure in a non-equilibrium geometry.

Atoms and positions in Å:
O1 0.40956 -0.23029 2.02004
Ag1 -0.55584 -1.84743 1.56155
C1 0.84776 0.80924 1.21896
C2 0.11451 0.94446 -0.12362
H1 0.73532 1.78299 1.74488
H2 -0.92309 1.23387 0.11634
H3 0.50331 1.83516 -0.64455
H4 1.93622 0.71998 0.99708
C3 0.44181 -0.34326 -1.12456
C4 -0.96043 -0.73538 -1.15136
O2 -2.05327 -0.36165 -1.63951
Li1 -2.50985 -2.59224 -0.18949
H5 1.20147 -0.96639 -0.62759
H6 0.81252 -0.24907 -2.15816

Calculated values
* multiplicity: 2
* total charge: -1
* largest force on an atom: 4.697 eV/Å
* highest occupied orbital energy (alpha / beta): -0.03952 / -0.06542 Eh
* molecular weight: 200.90 g mol⁻¹


No. 12
ORCA calculation (ωB97M-V/def2-TZVPD) on C4H6AgO2 as an isolated structure in a non-equilibrium geometry.

Atoms and positions in Å:
H1 -0.06679 0.94928 3.00827
O1 -1.64657 -0.47342 2.29862
C1 -0.95218 0.76835 1.95015
C2 -0.44833 0.86898 0.62134
C3 -0.08166 2.29193 0.25493
C4 0.29837 2.55135 -1.15418
O2 0.39479 1.67505 -2.01029
Ag1 0.03464 -0.37887 -1.47253
H2 -2.00106 -0.75885 1.44543
H3 -1.63274 1.57683 2.27903
H4 0.80558 2.70911 0.79687
H5 -0.86076 3.06523 0.47266
H6 0.56716 3.59440 -1.42462

Calculated values
* total charge: -1
* largest force on an atom: 3.175 eV/Å
* highest occupied orbital energy (alpha / beta): -0.02332 / -0.02279 Eh
* molecular weight: 193.96 g mol⁻¹


No. 13
ORCA calculation (ωB97M-V/def2-TZVPD) on C4H6AuN2O3Se as an isolated structure in a non-equilibrium geometry.

Atoms and positions in Å:
Au1 0.52740 -0.10889 -1.55380
N1 1.97191 0.92562 -0.01288
C1 1.48677 0.59271 1.33582
C2 0.00244 0.19136 1.39279
O1 -0.53938 0.15670 2.50301
N2 -0.53334 -0.12140 0.22764
C3 -1.88390 -0.60528 0.12420
C4 -2.21873 -1.04501 -1.30770
O2 -3.33450 -1.47734 -1.53804
O3 -1.29719 -0.93681 -2.22555
H1 2.92945 0.65486 -0.18996
H2 1.86438 1.90524 -0.23986
H3 1.63700 1.40758 2.04520
H4 2.05183 -0.26653 1.69994
H5 -2.61556 0.15711 0.40987
H6 -2.06017 -1.45906 0.78508
Se1 2.01160 0.02913 -3.45574

Calculated values
* total charge: -1
* largest force on an atom: 1.505 eV/Å
* highest occupied orbital energy (alpha / beta): -0.14389 / -0.14409 Eh
* molecular weight: 406.03 g mol⁻¹


No. 14
ORCA calculation (ωB97M-V/def2-TZVPD) on C4H6AuO2 as an isolated structure in a non-equilibrium geometry.

Atoms and positions in Å:
O1 1.38494 1.56847 2.23064
C1 0.98246 1.29152 1.01138
C2 0.17885 0.23961 0.64490
C3 -0.59543 0.18861 -0.59403
C4 -0.88967 -1.12051 -1.34135
O2 -0.55623 -2.26352 -0.62146
Au1 0.76565 -1.75828 0.53098
H1 1.45344 0.78150 2.79098
H2 1.46282 1.92834 0.25901
H3 -0.37580 1.02604 -1.27453
H4 -1.47729 0.32367 0.25736
H5 -0.36329 -1.07752 -2.31494
H6 -1.97045 -1.12794 -1.57894

Calculated values
* multiplicity: 4
* total charge: +2
* largest force on an atom: 6.737 eV/Å
* highest occupied orbital energy (alpha / beta): -0.70751 / -0.76074 Eh
* molecular weight: 283.06 g mol⁻¹


No. 15
ORCA calculation (ωB97M-V/def2-TZVPD) on one molecule with the formula C4H6BClO7 in a non-equilibrium geometry.

Atoms and positions in Å:
O1 -2.25500 -2.63389 -0.14042
C1 -1.23199 -2.13149 -0.09394
O2 -0.52094 -1.74024 1.03852
C2 -0.06176 -0.43037 0.62194
B1 0.80039 0.40833 1.67833
O3 0.40754 0.31437 3.03440
O4 1.87812 1.20372 1.35096
C3 0.48137 -0.73978 -0.79402
Cl1 2.19170 -1.31209 -0.72601
C4 0.39470 0.34514 -1.90343
O5 -0.87440 0.94193 -2.05127
O6 -1.06279 1.91461 -1.07360
O7 -0.42891 -1.76931 -1.17352
H1 -1.03117 0.12746 0.57239
H2 -0.37097 0.87401 3.18275
H3 1.81113 2.02667 1.86369
H4 1.21780 1.08951 -1.81141
H5 0.59105 -0.17752 -2.86535
H6 -1.93586 1.68894 -0.71001

Calculated values
* largest force on an atom: 5.432 eV/Å
* highest occupied orbital energy: -0.38950 Eh
* SMILES string: O=C1O[C@@H](B(O)O)[C@](Cl)(COO)O1
* molecular weight: 212.35 g mol⁻¹


No. 16
ORCA calculation (ωB97M-V/def2-TZVPD) on C4H6BNO5 as an isolated structure in a non-equilibrium geometry.

Atoms and positions in Å:
B1 -2.97835 0.15662 -0.00175
C1 0.25960 -1.19191 -0.81289
C2 0.14030 1.25778 -0.58498
C3 1.54134 -0.67146 -0.27698
C4 1.62244 0.86426 -0.18197
N1 -0.46895 0.00581 -0.92794
O1 -0.14134 -2.32229 -0.93320
O2 -0.37370 2.35894 -0.53239
O3 -2.37058 -0.07344 1.21951
O4 -4.29081 0.34499 -0.10373
O5 -2.18979 -0.05966 -1.14300
H1 1.61751 -1.22134 0.63229
H2 2.27616 -1.12548 -0.99143
H3 2.30726 1.21684 -0.93079
H4 1.94300 1.33400 0.82121
H5 -2.90898 0.25239 1.95861
H6 -4.95158 0.23547 -0.82385

Calculated values
* largest force on an atom: 4.828 eV/Å
* highest occupied orbital energy: -0.37754 Eh
* molecular weight: 158.91 g mol⁻¹


No. 17
ORCA calculation (ωB97M-V/def2-TZVPD) on C4H6Br2I2O2S as an isolated structure in a non-equilibrium geometry.

Atoms and positions in Å:
C1 2.21346 1.37743 1.67523
C2 -0.15897 -1.30172 -1.81038
C3 1.52317 1.23097 0.35758
C4 -0.56281 -0.64556 0.63023
O1 -1.04207 1.71961 -0.37227
O2 -0.68410 1.61952 1.96621
S1 -0.34465 1.07343 0.66149
Br1 1.65717 2.85380 -0.75214
Br2 -2.31291 -1.06792 0.80806
I1 4.36176 1.23700 1.33032
I2 -1.21036 -0.03558 -3.00110
H1 2.08516 2.35237 2.03837
H2 2.09504 0.60538 2.36831
H3 0.84184 -1.03843 -1.61763
H4 -0.55993 -2.17859 -1.27056
H5 1.84062 0.35234 -0.23011
H6 0.16245 -1.23843 1.27330

Calculated values
* largest force on an atom: 2.725 eV/Å
* highest occupied orbital energy (alpha / beta): -0.31664 / -0.33717 Eh
* molecular weight: 531.77 g mol⁻¹


No. 18
ORCA calculation (ωB97M-V/def2-TZVPD) on a 2-piece molecular cluster, C4H6Br2O overall in a non-equilibrium geometry.

Atoms and positions in Å:
C1 -1.20110 1.92494 -0.82822
C2 -1.39135 0.91230 0.20374
O1 -1.07220 0.84508 1.33054
Br1 -2.32835 -0.75983 -0.54181
H1 -0.89040 1.40600 -1.83730
H2 -0.30172 2.57447 -0.55081
H3 -2.22342 2.40467 -0.95449
C3 1.74414 -2.35895 0.94957
C4 1.29198 -1.15666 0.61733
Br2 1.79535 -0.13846 -0.77639
H4 1.32058 -2.96748 1.74879
H5 2.59146 -3.00584 0.43943
H6 0.47548 -0.72262 1.17532

Calculated values
* largest force on an atom: 2.886 eV/Å
* highest occupied orbital energy: -0.34885 Eh
* SMILES string: CC(=O)Br.C=CBr
* molecular weight: 229.90 g mol⁻¹


No. 19
ORCA calculation (ωB97M-V/def2-TZVPD) on one molecule with the formula C4H6Br2O2 in a non-equilibrium geometry.

Atoms and positions in Å:
C1 0.55742 -2.00523 -0.50309
C2 0.61585 -0.54597 -0.26521
Br1 2.49565 0.07756 -0.32378
C3 -0.34206 0.37635 -0.24610
Br2 -2.11769 -0.25529 -0.11337
C4 -0.20380 2.03777 -0.26045
O1 -0.42517 2.55815 0.96824
O2 -1.15925 2.43414 -1.20536
H1 -0.15373 -2.70817 -0.03365
H2 1.44469 -2.43694 -0.04641
H3 0.64856 -2.07264 -1.59888
H4 0.82423 2.31576 -0.50202
H5 -1.31530 2.86824 1.13313
H6 -1.21768 3.42741 -1.30502

Calculated values
* largest force on an atom: 2.676 eV/Å
* highest occupied orbital energy: -0.33415 Eh
* SMILES string: C/C(Br)=C(\Br)C(O)O
* molecular weight: 245.90 g mol⁻¹


No. 20
ORCA calculation (ωB97M-V/def2-TZVPD) on one molecule with the formula C4H6BrFO2 in a non-equilibrium geometry.

Atoms and positions in Å:
C1 -1.29350 2.15531 -0.35942
O1 0.01099 1.45633 -0.49246
C2 0.18547 0.29168 0.11816
O2 -0.41559 -0.07563 1.07952
C3 1.44242 -0.55544 -0.44644
C4 1.45396 -1.96777 0.16318
F1 1.67618 -0.76497 -1.77038
Br1 2.81989 0.53087 0.31603
H1 -1.06238 3.13284 0.05953
H2 -1.76334 1.58992 0.48913
H3 -1.87061 2.20014 -1.31963
H4 2.38611 -2.47271 0.11241
H5 0.80015 -2.65031 -0.47685
H6 1.22926 -2.19959 1.25093

Calculated values
* largest force on an atom: 2.475 eV/Å
* highest occupied orbital energy: -0.37786 Eh
* SMILES string: COC(=O)[C@@](C)(F)Br
* molecular weight: 184.99 g mol⁻¹